# C4H11NO

A cluster of 2 separate species, C4H11NO in total (wB97M-V/def2-TZVPD, the OMol25 dataset).

Each line ends with the Mulliken charge.
Cartesian coordinates (Å):
C: 1.641 -1.842 0.882  -1.025
C: 0.726 -1.457 -0.243  0.640
N: 1.308 -0.668 -1.217  -0.372
O: -0.457 -1.710 -0.307  -0.600
H: 2.663 -1.472 0.910  0.370
H: 1.597 -2.911 1.073  0.292
H: 1.242 -1.407 1.808  0.257
H: 0.769 -0.347 -2.013  0.224
H: 2.294 -0.659 -1.314  0.192
C: -1.632 1.989 -0.582  -0.841
C: -1.297 1.107 0.630  -0.179
H: -1.377 3.041 -0.395  0.267
H: -0.970 1.715 -1.402  0.241
H: -2.701 2.087 -0.756  0.270
H: -0.861 1.614 1.492  0.315
H: -0.700 0.216 0.426  -0.330
H: -2.247 0.705 1.008  0.279

- Total charge: 0
- Gap between HOMO and LUMO: 10.937 eV
- SMILES: CC(N)=O.CC
- ΔE to the lowest compared entry with this formula, charge and spin: 55.0 kJ/mol
- E_LUMO: 0.87 eV
- Largest force on an atom: 0.033 hartree/bohr

---

# C4H4O2S2

The molecule C4H4O2S2 (wB97M-V/def2-TZVPD, the OMol25 dataset).

Each line ends with the Mulliken charge.
Cartesian coordinates (Å):
O: 2.191 0.405 1.535  -0.584
C: 1.208 0.579 0.827  0.463
O: 0.682 1.766 0.626  -0.435
C: 0.516 -0.602 0.155  -0.005
C: -1.063 -0.458 0.033  -0.801
C: -1.100 -0.524 -1.480  0.254
S: -2.304 -0.583 -2.521  -0.285
S: 0.646 -0.666 -1.727  -0.101
H: 1.254 2.371 1.203  0.372
H: 0.945 -1.504 0.601  0.480
H: -1.413 0.527 0.293  0.324
H: -1.562 -1.312 0.454  0.317

- Total charge: 0
- Gap between HOMO and LUMO: 8.741 eV
- SMILES: O=C(O)[C@H]1CC(=S)S1
- ΔE to the lowest compared entry with this formula, charge and spin: 0.0 kJ/mol
- E_LUMO: -0.21 eV
- Largest force on an atom: 0.050 hartree/bohr

---

# C4H2Cl2N2O3

The molecule C4H2Cl2N2O3 (wB97M-V/def2-TZVPD, the OMol25 dataset).

Each line ends with the Mulliken charge.
Cartesian coordinates (Å):
O: 2.631 2.948 1.258  -0.550
N: 3.455 2.696 0.382  0.983
O: 4.466 3.355 0.193  -0.575
C: 3.250 1.529 -0.375  -0.221
Cl: 4.429 1.199 -1.555  -0.128
C: 2.348 0.579 -0.017  0.681
N: 1.430 0.710 0.983  -0.366
C: 0.623 -0.285 0.868  -0.216
C: 0.943 -1.090 -0.361  0.062
Cl: 1.002 -2.891 0.005  -0.187
O: 2.097 -0.498 -0.853  -0.345
H: -0.164 -0.401 1.471  0.551
H: 0.287 -1.131 -1.232  0.311

- Total charge: 0
- Gap between HOMO and LUMO: 8.114 eV
- SMILES: O=[N+]([O-])/C(Cl)=C1\N=C[C@H](Cl)O1
- ΔE to the lowest compared entry with this formula, charge and spin: 0.0 kJ/mol
- E_LUMO: -1.66 eV
- Largest force on an atom: 0.086 hartree/bohr

---

# C9H16N2O4

A cluster of 2 separate species, C9H16N2O4 in total (wB97M-V/def2-TZVPD, the OMol25 dataset).

Each line ends with the Mulliken charge.
Cartesian coordinates (Å):
C: -0.023 -1.880 0.172  0.133
C: -0.102 -0.354 0.776  0.072
C: -1.403 -2.645 0.487  0.321
C: -2.495 -2.116 -0.298  -1.156
C: 0.682 1.942 0.185  -0.497
C: -0.492 2.745 -0.401  0.641
C: 1.953 2.492 -0.641  -0.732
C: 2.747 1.236 -0.960  -0.522
C: 1.698 0.114 -1.095  -0.444
H: 0.963 -3.543 0.936  0.315
H: 1.226 -2.405 2.016  0.220
H: -0.036 -1.962 -0.843  0.420
H: -1.456 -2.340 1.497  0.313
H: -2.149 -4.677 -0.252  0.358
H: -3.598 -2.314 0.002  0.323
H: -2.245 -0.843 -0.505  0.192
H: -2.538 -2.617 -1.378  0.352
H: 0.719 2.236 1.217  0.434
H: 1.711 3.068 -1.482  0.394
H: 2.442 3.182 0.107  0.350
H: 3.766 1.126 -0.367  0.307
H: 3.176 1.469 -2.056  0.238
H: 1.209 -0.346 -2.200  0.227
H: 2.199 -0.740 -0.589  0.283
H: -1.544 1.578 0.780  0.431
N: 1.112 -2.497 1.041  -0.722
N: 0.567 0.441 -0.146  0.224
O: -0.654 0.109 1.781  -0.702
O: -1.046 -4.042 0.382  -0.705
O: -0.453 3.482 -1.319  -0.518
O: -1.720 2.242 0.093  -0.550

- Total charge: 0
- Gap between HOMO and LUMO: 8.989 eV
- ΔE to the lowest compared entry with this formula, charge and spin: 668.0 kJ/mol
- E_LUMO: -0.37 eV
- Largest force on an atom: 0.149 hartree/bohr

---

# C6H8F3NO4

A cluster of 2 separate species, C6H8F3NO4 in total (wB97M-V/def2-TZVPD, the OMol25 dataset).

Each line ends with the Mulliken charge.
Cartesian coordinates (Å):
C: 2.275 0.633 -0.190  0.842
C: -1.479 -0.738 0.146  0.353
C: 3.590 -0.041 0.203  -1.042
C: -3.338 -2.170 -0.241  -0.626
C: -0.681 0.444 -0.395  0.977
C: -0.697 1.825 0.326  0.487
N: 1.273 -0.239 -0.217  -0.388
O: 2.257 1.872 -0.283  -0.757
O: -1.201 -1.436 1.082  -0.554
O: -0.155 2.839 -0.356  -0.512
O: -2.578 -0.939 -0.623  -0.318
F: -0.984 0.623 -1.746  -0.273
F: -0.036 1.688 1.576  -0.318
F: -1.973 2.042 0.729  -0.270
H: 3.894 0.540 1.094  0.272
H: 4.359 -0.233 -0.581  0.287
H: 3.446 -1.062 0.623  0.330
H: -4.434 -2.077 -0.263  0.227
H: -2.865 -2.463 0.728  0.346
H: -2.993 -2.724 -1.125  0.249
H: 1.490 -1.142 -0.176  0.190
H: 0.831 2.758 -0.311  0.499

- Total charge: 0
- Gap between HOMO and LUMO: 9.330 eV
- ΔE to the lowest compared entry with this formula, charge and spin: 221.3 kJ/mol
- E_LUMO: -1.08 eV
- Largest force on an atom: 0.159 hartree/bohr

---

# C4H12

A cluster of 2 separate species, C4H12 in total (wB97M-V/def2-TZVPD, the OMol25 dataset).

Each line ends with the Mulliken charge.
Cartesian coordinates (Å):
C: 1.388 -0.902 -1.519  -0.718
C: 0.499 -1.697 -0.540  -0.884
H: 1.060 0.114 -1.704  0.280
H: 2.425 -0.976 -1.191  0.231
H: 1.389 -1.439 -2.456  0.265
H: 0.766 -1.570 0.506  0.242
H: 0.602 -2.749 -0.779  0.355
H: -0.542 -1.393 -0.624  0.260
C: -0.934 1.117 1.765  -0.914
C: -0.914 1.562 0.305  -0.465
H: 0.067 0.826 2.082  0.263
H: -1.353 1.847 2.455  0.334
H: -1.561 0.226 1.878  0.270
H: -1.937 1.741 -0.042  0.273
H: -0.575 0.784 -0.367  -0.096
H: -0.379 2.507 0.231  0.302

- Total charge: 0
- Gap between HOMO and LUMO: 12.925 eV
- SMILES: CC.CC
- ΔE to the lowest compared entry with this formula, charge and spin: 17.3 kJ/mol
- E_LUMO: 1.20 eV
- Largest force on an atom: 0.024 hartree/bohr

---

# C6H7CuLiO6

A structure of composition C6H7CuLiO6 (wB97M-V/def2-TZVPD, the OMol25 dataset).

Each line ends with the Mulliken charge.
Cartesian coordinates (Å):
Cu: 1.124 -3.018 -0.989  0.583
O: -0.682 -1.504 -1.335  -0.868
O: -1.945 -1.166 0.508  -0.355
C: -2.471 0.060 -0.009  -0.423
C: -1.821 1.257 0.670  -0.333
O: -0.475 -2.802 0.437  -0.819
C: -1.008 -1.846 -0.162  1.104
H: -2.332 0.097 -1.095  0.279
H: -3.545 0.042 0.214  0.349
H: -1.934 1.185 1.758  0.256
H: -2.356 2.158 0.330  0.315
Li: 0.464 -0.047 -1.779  0.915
O: -0.069 1.499 -0.926  -0.878
O: 0.497 1.477 1.227  -0.669
C: 3.023 0.896 0.157  -0.609
C: 2.599 -0.455 0.157  0.302
O: 2.004 -0.991 -0.811  -0.542
C: -0.346 1.432 0.307  0.549
H: 2.993 1.468 -0.769  0.239
H: 3.521 1.302 1.036  0.295
H: 2.759 -1.044 1.074  0.309

- Total charge: 0
- Gap between HOMO and LUMO (spin up / spin down): 7.886 / 6.577 eV
- ΔE to the lowest compared entry with this formula, charge and spin: 44.7 kJ/mol
- E_LUMO (spin up / spin down): -1.03 / -2.18 eV
- Multiplicity: 2
- <S²>: 0.759
- Largest force on an atom: 0.025 hartree/bohr

---

# C24H50NO27S6

A cluster of 7 separate species, C24H50NO27S6 in total (wB97M-V/def2-TZVPD, the OMol25 dataset).

Each line ends with the Mulliken charge.
Cartesian coordinates (Å):
C: 4.114 0.557 2.136  -1.688
C: 3.670 0.144 0.698  -0.173
C: 2.111 0.129 0.723  -0.203
C: 1.605 -0.195 -0.741  -1.129
O: 0.480 -1.090 -0.801  -0.436
C: -0.690 -0.543 -0.300  0.733
O: -0.716 0.837 -0.204  -0.317
C: -0.886 1.426 1.085  0.335
C: -0.597 2.943 0.924  -1.277
C: -1.806 3.751 0.431  0.336
C: -1.409 5.262 0.589  -1.196
C: -1.013 -1.354 0.978  -1.317
N: -2.444 -1.337 1.397  0.053
C: -3.392 -1.569 0.241  -0.571
C: -2.976 -0.601 -0.864  -0.378
O: -1.665 -0.899 -1.281  -0.497
H: 4.325 1.627 2.158  0.495
H: 3.256 0.430 2.809  0.407
H: 4.965 -0.029 2.491  0.335
H: 4.071 -0.822 0.380  0.322
H: 3.933 0.943 0.000  0.378
H: 1.818 1.141 1.016  0.300
H: 1.802 -0.642 1.439  0.186
H: 1.497 0.709 -1.344  0.388
H: 2.440 -0.739 -1.197  0.643
H: -0.184 1.070 1.844  0.292
H: -1.934 1.379 1.432  -0.105
H: 0.234 3.045 0.216  0.424
H: -0.228 3.275 1.904  0.475
H: -2.729 3.518 0.967  -0.128
H: -1.879 3.591 -0.651  0.193
H: -1.826 5.689 1.507  0.358
H: -1.635 5.852 -0.296  0.149
H: -0.321 5.300 0.729  0.397
H: -0.777 -2.397 0.740  0.463
H: -0.378 -1.125 1.837  0.475
H: -2.732 -0.526 1.946  0.532
H: -2.571 -2.142 2.018  0.441
H: -3.322 -2.620 -0.040  0.187
H: -4.403 -1.378 0.615  0.470
H: -3.154 0.453 -0.610  0.146
H: -3.625 -0.818 -1.721  0.554
C: 0.371 7.739 -4.841  -0.371
C: 0.402 8.524 -3.547  -0.316
O: -0.532 7.847 -2.696  -0.305
S: -0.523 6.279 -3.031  1.159
O: 0.324 5.624 -2.099  -0.449
O: -1.858 5.863 -3.263  -0.572
O: 0.251 6.370 -4.433  -0.312
H: -0.503 7.995 -5.442  0.293
H: 1.271 7.880 -5.433  0.311
H: 0.112 9.563 -3.680  0.311
H: 1.386 8.479 -3.076  0.278
C: -4.962 -5.381 -1.549  -0.152
C: -5.706 -6.338 -0.643  -0.355
O: -6.424 -5.486 0.264  -0.328
S: -6.847 -4.138 -0.490  1.079
O: -8.182 -4.259 -0.937  -0.529
O: -6.404 -3.031 0.290  -0.494
O: -5.875 -4.293 -1.758  -0.285
H: -4.066 -4.989 -1.063  0.133
H: -4.688 -5.833 -2.498  0.324
H: -5.039 -7.000 -0.098  0.334
H: -6.433 -6.931 -1.199  0.294
C: 2.631 -3.630 0.681  0.233
C: 3.728 -3.724 1.720  -0.323
O: 3.085 -4.299 2.864  -0.404
S: 1.933 -5.303 2.370  1.031
O: 2.441 -6.626 2.388  -0.540
O: 0.723 -4.949 3.031  -0.590
O: 1.857 -4.817 0.850  -0.231
H: 1.983 -2.768 0.861  -0.275
H: 3.025 -3.573 -0.331  0.367
H: 4.157 -2.757 1.967  0.280
H: 4.522 -4.400 1.396  0.339
C: 8.152 3.594 0.837  -0.325
C: 7.583 4.618 -0.120  -0.349
O: 6.586 3.900 -0.861  -0.353
S: 5.922 2.786 0.078  1.303
O: 4.707 3.301 0.602  -0.559
O: 5.994 1.541 -0.595  -0.589
O: 7.022 2.808 1.243  -0.316
H: 8.865 2.935 0.339  0.296
H: 8.625 4.050 1.702  0.308
H: 8.334 5.028 -0.789  0.324
H: 7.088 5.432 0.414  0.281
C: 3.704 -8.400 -2.748  -0.317
C: 2.982 -9.329 -1.797  -0.362
O: 2.296 -8.454 -0.891  -0.300
S: 1.862 -7.120 -1.660  1.016
O: 0.507 -7.240 -2.064  -0.595
O: 2.317 -6.003 -0.907  -0.296
O: 2.794 -7.313 -2.957  -0.325
H: 4.616 -8.001 -2.298  0.264
H: 3.947 -8.879 -3.693  0.313
H: 3.658 -9.984 -1.255  0.322
H: 2.235 -9.931 -2.319  0.298
C: -7.083 3.582 2.002  -0.432
C: -5.990 2.596 2.356  -0.227
O: -4.827 3.404 2.577  -0.256
S: -5.282 4.827 3.192  1.062
O: -5.134 4.770 4.599  -0.549
O: -4.715 5.854 2.400  -0.499
O: -6.845 4.710 2.849  -0.307
H: -7.003 3.911 0.963  0.306
H: -8.078 3.181 2.178  0.330
H: -5.808 1.874 1.563  0.272
H: -6.219 2.067 3.285  0.274

- Total charge: +1
- Gap between HOMO and LUMO: 9.913 eV
- E_LUMO: -2.70 eV
- Largest force on an atom: 0.041 hartree/bohr